(w)
Here is a cluster of 3 separate species, C4H13O4 in total from the Open Molecules 2025 dataset. Energies are from wB97M-V/def2-TZVPD.

Total charge: -1
Gap between HOMO and LUMO: 8.26 eV
LUMO energy: 4.0 eV

Last column: natural (NBO) charge in e.
CARTESIAN COORDINATES (ANGSTROEM)
C1 -1.45566 -0.54796 1.50640  -0.0691
O1 -2.58487 -0.15287 0.71872  -0.7843
C2 -0.50686 -1.35249 0.54942  -0.4806
C3 0.60567 -0.36868 -0.05606  0.1344
C4 1.96341 -0.54488 0.59153  -0.6551
O2 0.27464 0.95263 -0.12722  -0.9447
H1 -1.89844 -1.07518 2.35616  0.1506
H2 -0.96313 0.33972 1.93024  0.1790
H3 -0.17749 -2.31541 0.92613  0.1857
H4 -1.17277 -1.45973 -0.32463  0.2171
H5 0.64998 -0.71102 -1.14326  0.0863
H6 2.02663 0.11278 1.50599  0.2027
H7 2.78617 -0.47035 -0.10089  0.2129
H8 1.98897 -1.44040 1.24429  0.1834
H9 -0.82324 1.44231 -0.90541  0.5112
H10 -1.77892 1.03248 -2.24916  0.4501
H11 -2.38530 0.60791 0.14349  0.5079
O3 -1.69777 1.60099 -1.48774  -1.0689
H12 1.85125 1.79750 -1.08700  0.4913
H13 1.30820 0.93078 -1.94683  0.4768
O4 1.98955 1.62186 -2.04418  -0.9866

***

(x)
Here is a cluster of 3 separate species, C4H13O4 in total from the Open Molecules 2025 dataset. Energies are from wB97M-V/def2-TZVPD.

Total charge: -1
Gap between HOMO and LUMO: 8.48 eV
LUMO energy: 3.9 eV

Last column: natural (NBO) charge in e.
CARTESIAN COORDINATES (ANGSTROEM)
C1 0.39178 2.06756 0.42479  -0.0706
O1 -0.07033 2.24367 -0.92371  -0.7972
C2 -0.01070 1.03834 1.55432  -0.4160
C3 -0.65824 -0.35801 1.23975  -0.4519
C4 0.05717 -1.44589 0.53487  -0.0599
O2 -0.35134 -1.78517 -0.69255  -0.8525
H1 0.12531 3.11665 0.83363  0.1467
H2 1.48773 1.97816 0.21096  0.1493
H3 -0.87473 1.47961 2.14578  0.1849
H4 0.89222 0.87715 2.24881  0.1935
H5 -1.56067 -0.14692 0.58119  0.2338
H6 -1.16989 -0.60036 2.19840  0.1898
H7 1.16534 -1.37707 0.46339  0.1227
H8 -0.17679 -2.43197 1.03637  0.1402
H9 -0.55531 -0.67176 -1.42816  0.4925
H10 0.77091 -1.98408 -1.60569  0.5004
H11 2.17824 -1.29142 -1.16487  0.4407
O3 1.83544 -1.96319 -1.82073  -1.0476
H12 -0.69100 1.41835 -1.23054  0.5183
H13 -1.47774 -0.26060 -2.75378  0.4615
O4 -1.30741 0.09695 -1.85223  -1.0786

***

Relative energies with respect to the most stable structure, expressed in hartree: (w) 0.0000; (x) 0.0459.